{
  "formula": "C6H16N",
  "method": "the ωB97M-V functional and the def2-TZVPD basis",
  "species": ["H", "H", "H", "H", "H", "N", "H", "H", "H", "H", "H", "C", "H", "C", "H", "H", "C", "C", "H", "C", "H", "H", "C"],
  "positions_angstrom": [[-2.78860, 0.28622, 0.87271], [3.52624, 1.91856, -4.64053], [-1.81916, -1.15611, 1.01182], [1.41420, -1.30578, -1.37940], [2.16306, 0.13943, 0.18310], [0.82219, -1.13763, -0.54262], [0.80789, 1.53519, 1.78200], [1.54877, -0.74091, 2.62355], [-1.27184, 1.77623, 0.48536], [0.16378, -1.49092, 1.77245], [3.39743, 2.63262, -4.74470], [-0.78875, 0.79646, 0.52507], [-1.45001, -0.73286, -1.61210], [0.12581, 0.67905, 1.72854], [2.48227, -1.50329, 0.60847], [-0.23097, 0.67294, -0.43729], [-1.93060, -0.24159, 0.43247], [-2.34463, -0.51623, -1.01296], [-0.50102, 0.80830, 2.62533], [0.85509, -0.64771, 1.81623], [-2.77959, 0.37109, -1.47199], [-3.03535, -1.34696, -1.11283], [1.63379, -0.79611, 0.48732]],
  "forces_ev_per_a": [[0.03, -0.31, 0.27], [0.06, -0.31, 0.04], [0.37, 0.00, -0.05], [-0.32, 0.60, -0.21], [0.57, -0.11, -0.23], [0.52, -0.57, -0.44], [0.15, -0.12, -0.15], [0.18, 0.08, 0.73], [0.55, 0.21, -0.26], [-0.03, 0.08, 0.57], [-0.06, 0.31, -0.04], [-0.61, -1.19, 0.38], [-0.18, -0.21, 0.01], [-0.76, 0.73, 0.49], [0.28, -0.09, -0.48], [0.35, 0.09, -0.30], [-0.77, 0.84, -0.11], [0.68, 0.13, -0.18], [0.14, -0.16, -0.07], [0.38, -0.32, -2.14], [-0.16, 0.00, 0.07], [-0.10, 0.00, 0.06], [-1.28, 0.34, 2.05]],
  "mulliken_charge": [0.417, -0.033, 0.305, 0.302, 0.428, -0.093, 0.380, 0.426, 0.474, 0.264, 0.033, -0.625, 0.293, -0.839, 0.510, 0.350, -0.296, -1.225, 0.320, -0.520, 0.333, 0.350, -0.556],
  "fmax_ev_per_a": 2.4,
  "charge": 1,
  "mol_weight_da": 102.201,
  "homo_energy_ev": -15.07,
  "energy_ev": -7959.2948,
  "e_above_lowest_kcal_mol": 141.5,
  "lumo_energy_ev": -8.77
}